Formula: C7H13N
Source: the OMol25 dataset
Level of theory: the ωB97M-V functional and the def2-TZVPD basis

The HOMO-LUMO gap is 6.5 eV. The value obtained for the HOMO energy is -0.2821 Eh. The LUMO energy comes out at -1.19 eV. The net charge is 0. The value obtained for the energy above the lowest of the compared OMol25 structures with the same formula, charge and spin is 5.209 eV.

Each line ends with the natural charge from an NBO analysis.
Element x y z (Å)
1 C -1.0266 -1.1313 -1.6024  -0.207
2 C -1.5464 -0.3557 -0.3739  -0.421
3 C -1.3676 1.1736 -0.4746  -0.370
4 C 1.9527 -0.7395 2.1366  -0.135
5 C 1.2037 0.2842 1.6935  -0.388
6 C 0.9441 0.7603 0.4319  0.109
7 C -0.0728 1.7704 0.1662  -0.552
8 N 0.3962 -1.5044 -1.5007  -0.874
9 H -1.5794 -2.0883 -1.6795  0.177
10 H -1.2773 -0.5651 -2.4942  0.159
11 H -1.0266 -0.7456 0.5069  0.208
12 H -2.5998 -0.6306 -0.3094  0.214
13 H -1.3856 1.4525 -1.5308  0.208
14 H -2.2102 1.6672 0.0179  0.218
15 H 2.5043 -1.4218 1.4951  0.208
16 H 2.0403 -0.9181 3.2003  0.200
17 H 0.5613 0.8403 2.7225  0.095
18 H -0.3328 2.2545 1.1309  0.171
19 H 0.3505 2.5480 -0.4789  0.245
20 H 0.8970 -0.7610 -0.9933  0.383
21 H 0.7777 -1.5986 -2.4368  0.352

---

Formula: C10H16NOS
Source: the OMol25 dataset
Level of theory: the ωB97M-V functional and the def2-TZVPD basis

The HOMO-LUMO gap (alpha / beta) is 8.0 / 5.6 eV. The value obtained for the HOMO energy (alpha / beta) is -0.4699 / -0.4240 Eh. The LUMO energy (alpha / beta) comes out at -4.78 / -5.95 eV. The net charge is +1. The value obtained for the energy above the lowest of the compared OMol25 structures with the same formula, charge and spin is 2.829 eV.

Each line ends with the natural charge from an NBO analysis.
Element x y z (Å)
1 C 5.0512 0.5439 0.0004  -0.095
2 C 3.9651 1.3717 0.5475  -0.190
3 C 4.5605 -0.5516 -0.7662  -0.243
4 C 2.6522 1.0880 0.4835  -0.271
5 C 3.2391 -0.8140 -0.9404  -0.198
6 C 2.2052 -0.0911 -0.1829  0.422
7 C -2.6146 -2.9277 0.3544  -0.622
8 C -1.1514 1.2797 0.6500  -0.451
9 C -2.5116 2.0393 -1.1903  -0.432
10 C -2.2628 -1.4704 0.6958  -0.507
11 N -1.8852 0.9585 -0.5036  -0.401
12 O 1.0469 -0.5410 -0.1460  -0.581
13 S -2.0168 -0.5899 -0.9923  0.758
14 H 6.1933 0.6131 0.0747  0.247
15 H 4.2992 2.3571 0.9977  0.229
16 H 5.4729 -1.1091 -1.0565  0.235
17 H 1.9663 1.8483 0.8167  0.218
18 H 2.9996 -1.7228 -1.4880  0.233
19 H -3.5960 -2.9654 -0.0396  0.226
20 H -1.7841 -3.3002 -0.4396  0.226
21 H -2.5689 -3.3890 1.2965  0.243
22 H -0.8131 0.2731 1.0832  0.256
23 H -0.1940 1.8798 0.3157  0.242
24 H -1.7112 1.7624 1.4085  0.231
25 H -1.7555 2.9300 -1.2026  0.240
26 H -2.7293 1.7016 -2.1777  0.234
27 H -3.5029 2.3352 -0.6211  0.247
28 H -1.3535 -1.4325 1.4028  0.257
29 H -3.2076 -0.9684 1.1696  0.246

---

- The highest net charge belongs to which entry?
  C10H16NOS

---

Copy entry 1 word for word.
Formula: C7H13N
Source: the OMol25 dataset
Level of theory: the ωB97M-V functional and the def2-TZVPD basis

The HOMO-LUMO gap is 6.5 eV. The value obtained for the HOMO energy is -0.2821 Eh. The LUMO energy comes out at -1.19 eV. The net charge is 0. The value obtained for the energy above the lowest of the compared OMol25 structures with the same formula, charge and spin is 5.209 eV.

Each line ends with the natural charge from an NBO analysis.
Element x y z (Å)
1 C -1.0266 -1.1313 -1.6024  -0.207
2 C -1.5464 -0.3557 -0.3739  -0.421
3 C -1.3676 1.1736 -0.4746  -0.370
4 C 1.9527 -0.7395 2.1366  -0.135
5 C 1.2037 0.2842 1.6935  -0.388
6 C 0.9441 0.7603 0.4319  0.109
7 C -0.0728 1.7704 0.1662  -0.552
8 N 0.3962 -1.5044 -1.5007  -0.874
9 H -1.5794 -2.0883 -1.6795  0.177
10 H -1.2773 -0.5651 -2.4942  0.159
11 H -1.0266 -0.7456 0.5069  0.208
12 H -2.5998 -0.6306 -0.3094  0.214
13 H -1.3856 1.4525 -1.5308  0.208
14 H -2.2102 1.6672 0.0179  0.218
15 H 2.5043 -1.4218 1.4951  0.208
16 H 2.0403 -0.9181 3.2003  0.200
17 H 0.5613 0.8403 2.7225  0.095
18 H -0.3328 2.2545 1.1309  0.171
19 H 0.3505 2.5480 -0.4789  0.245
20 H 0.8970 -0.7610 -0.9933  0.383
21 H 0.7777 -1.5986 -2.4368  0.352

---

- Number 1 is which compound?
  C7H13N

---

Copy entry 2 word for word.
Formula: C10H16NOS
Source: the OMol25 dataset
Level of theory: the ωB97M-V functional and the def2-TZVPD basis

The HOMO-LUMO gap (alpha / beta) is 8.0 / 5.6 eV. The value obtained for the HOMO energy (alpha / beta) is -0.4699 / -0.4240 Eh. The LUMO energy (alpha / beta) comes out at -4.78 / -5.95 eV. The net charge is +1. The value obtained for the energy above the lowest of the compared OMol25 structures with the same formula, charge and spin is 2.829 eV.

Each line ends with the natural charge from an NBO analysis.
Element x y z (Å)
1 C 5.0512 0.5439 0.0004  -0.095
2 C 3.9651 1.3717 0.5475  -0.190
3 C 4.5605 -0.5516 -0.7662  -0.243
4 C 2.6522 1.0880 0.4835  -0.271
5 C 3.2391 -0.8140 -0.9404  -0.198
6 C 2.2052 -0.0911 -0.1829  0.422
7 C -2.6146 -2.9277 0.3544  -0.622
8 C -1.1514 1.2797 0.6500  -0.451
9 C -2.5116 2.0393 -1.1903  -0.432
10 C -2.2628 -1.4704 0.6958  -0.507
11 N -1.8852 0.9585 -0.5036  -0.401
12 O 1.0469 -0.5410 -0.1460  -0.581
13 S -2.0168 -0.5899 -0.9923  0.758
14 H 6.1933 0.6131 0.0747  0.247
15 H 4.2992 2.3571 0.9977  0.229
16 H 5.4729 -1.1091 -1.0565  0.235
17 H 1.9663 1.8483 0.8167  0.218
18 H 2.9996 -1.7228 -1.4880  0.233
19 H -3.5960 -2.9654 -0.0396  0.226
20 H -1.7841 -3.3002 -0.4396  0.226
21 H -2.5689 -3.3890 1.2965  0.243
22 H -0.8131 0.2731 1.0832  0.256
23 H -0.1940 1.8798 0.3157  0.242
24 H -1.7112 1.7624 1.4085  0.231
25 H -1.7555 2.9300 -1.2026  0.240
26 H -2.7293 1.7016 -2.1777  0.234
27 H -3.5029 2.3352 -0.6211  0.247
28 H -1.3535 -1.4325 1.4028  0.257
29 H -3.2076 -0.9684 1.1696  0.246